Record 1
ORCA calculation (the ωB97M-V functional and the def2-TZVPD basis) on a structure of composition C34H23ClF5IrNO3SSi.

Each line ends with the Löwdin charge.
Positions of all 70 atoms, in Å:
Ir1 0.324154 0.867548 -0.416571  1.09
F1 3.345589 0.608059 0.679781  0.09
C1 3.318161 0.577534 -0.659052  -0.23
C2 2.111929 0.720880 -1.336180  -0.23
C3 2.185276 0.696602 -2.729714  -0.27
F2 1.057133 0.837751 -3.441024  0.06
C4 3.364158 0.500878 -3.417957  -0.15
F3 3.387407 0.451106 -4.748840  0.13
C5 4.541537 0.337949 -2.701912  -0.13
F4 5.690250 0.145027 -3.346431  0.13
C6 4.522079 0.382235 -1.320275  -0.14
F5 5.659403 0.237900 -0.637202  0.12
C7 -0.861476 -4.671031 2.181252  -0.08
C8 -1.516408 -4.714724 0.958505  -0.07
C9 -1.440658 -3.634018 0.096565  -0.10
C10 -0.723313 -2.476711 0.433254  -0.25
C11 -0.060712 -2.461792 1.657352  -0.09
C12 -0.128677 -3.546305 2.522929  -0.08
Si1 -0.804850 -1.194099 -0.947807  0.72
C13 0.047640 -1.966060 -2.431778  -0.27
C14 1.403188 -2.303723 -2.385930  -0.11
C15 2.018294 -2.957588 -3.439167  -0.07
C16 1.280834 -3.300178 -4.565463  -0.07
C17 -0.069296 -2.999321 -4.621355  -0.07
C18 -0.679537 -2.338429 -3.563937  -0.09
C19 -2.565463 -0.719366 -1.306455  -0.28
C20 -2.891980 -0.026600 -2.472139  -0.14
C21 -4.200988 0.341111 -2.741626  -0.09
C22 -5.205465 0.011358 -1.846248  -0.07
C23 -4.900110 -0.674620 -0.677098  -0.08
C24 -3.590151 -1.027226 -0.406667  -0.10
H1 -0.913530 -5.515314 2.855989  0.10
H2 -2.083111 -5.591522 0.673664  0.11
H3 -1.953637 -3.693301 -0.858207  0.11
H4 0.548844 -1.615561 1.945126  0.09
H5 0.402900 -3.512063 3.465082  0.11
H6 1.990615 -2.067984 -1.505304  0.10
H7 3.070708 -3.204501 -3.383593  0.11
H8 1.758614 -3.809019 -5.392428  0.11
H9 -0.651679 -3.274743 -5.490903  0.11
H10 -1.736135 -2.110319 -3.627915  0.10
H11 -2.117790 0.245670 -3.180416  0.10
H12 -4.427348 0.901132 -3.637950  0.10
H13 -6.228558 0.297888 -2.052804  0.10
H14 -5.684232 -0.926430 0.024960  0.10
H15 -3.360612 -1.552268 0.513182  0.10
C25 2.340379 2.512103 5.234535  -0.02
C26 1.475701 3.362473 4.356399  -0.19
C27 1.793644 4.679333 4.075691  -0.06
C28 0.994197 5.436748 3.229787  -0.67
Cl1 1.429984 7.087517 2.907501  0.66
C29 -0.129723 4.896831 2.640497  -0.09
C30 -0.472707 3.577334 2.915440  0.00
C31 0.320163 2.827577 3.773813  -0.21
O1 0.062391 1.517768 4.114659  -0.02
C32 -0.929440 0.851246 3.382267  -0.08
C33 -0.590644 0.785107 1.913249  -0.61
O2 -1.409278 0.984824 1.004554  -0.06
O3 0.621447 0.533351 1.548088  -0.13
H16 3.182700 3.087797 5.612837  0.08
H17 2.724367 1.653063 4.682493  0.09
H18 1.779953 2.118175 6.083052  0.09
H19 2.678850 5.122462 4.511481  0.11
H20 -0.734851 5.487700 1.968497  0.11
H21 -1.347640 3.164226 2.435506  0.11
H22 -1.922884 1.296297 3.479138  0.15
H23 -0.962146 -0.169492 3.770775  0.15
S1 -0.105622 2.988166 -1.315240  0.65
C34 -1.530020 2.935787 -2.211230  -0.76
N1 -2.501793 2.987764 -2.831054  0.10

Forces on atoms 1 to 6 (eV/Å):
0.11 1.01 0.34
0.01 -0.03 0.00
-0.12 0.01 -0.10
-0.07 -0.12 -0.04
-0.10 0.07 0.19
0.07 -0.09 -0.07

Its spin multiplicity is 2. As for the highest occupied orbital energy (alpha / beta): -8.8 / -8.8 eV. The lowest unoccupied orbital energy (alpha / beta) is -1.877 / -2.545 eV. The HOMO-LUMO gap (alpha / beta) is 0.2529 / 0.2283 Eh.

---

Record 2
ORCA calculation (the ωB97M-V functional and the def2-TZVPD basis) on a cluster of 2 separate species, C6H9N2O2 in total.

Each line ends with the Löwdin charge.
Positions of all 19 atoms, in Å:
C1 0.816596 0.462952 -3.211372  -0.09
C2 -1.417066 -1.365431 -1.082442  -0.20
C3 -0.146853 0.513585 -0.748289  -0.06
C4 -0.005359 0.054231 -2.034399  -0.35
N1 -1.101751 -0.339860 -0.154238  0.02
N2 -0.830814 -1.104756 -2.216252  0.04
H1 -1.174701 -0.390377 0.901814  0.04
H2 -2.090455 -2.126857 -0.764123  0.10
H3 0.296042 1.218088 -0.140367  0.07
H4 1.434118 1.317308 -3.029501  0.05
H5 0.179419 0.780095 -4.084957  0.08
H6 1.373334 -0.349367 -3.631435  0.05
C5 0.600764 0.774730 2.801862  -0.06
C6 0.084482 -0.636774 2.907377  -0.72
O1 -0.548238 -1.175528 1.943823  -0.09
O2 0.277464 -1.304284 3.965518  -0.09
H7 -0.200511 1.519741 2.410129  0.09
H8 1.564248 0.980202 2.352566  0.05
H9 0.889283 1.172302 3.814286  0.07

Forces on atoms 1 to 6 (eV/Å):
-1.46 0.68 -0.98
1.39 4.22 1.96
-2.64 -3.31 -1.12
-1.09 -1.66 -0.15
0.02 0.14 -2.53
1.02 0.51 -0.60

The net charge is -1. Its spin multiplicity is 1. As for the highest occupied orbital energy: -4.4 eV. The lowest unoccupied orbital energy is 3.670 eV. The HOMO-LUMO gap is 0.2950 Eh.

---

Record 3
ORCA calculation (the ωB97M-V functional and the def2-TZVPD basis) on the molecule C3H4N4O.

Each line ends with the Löwdin charge.
Positions of all 12 atoms, in Å:
H1 1.436418 -0.820472 2.168151  0.09
N1 1.193401 0.201164 1.929102  0.16
C1 0.512148 0.031562 0.918922  -0.50
C2 0.489990 -1.216392 0.128782  -0.12
N2 0.285900 -1.282422 -1.104241  0.08
N3 -0.253700 -0.189508 -1.976070  0.09
C3 -1.172084 0.545152 -1.490900  -0.22
O1 -1.301676 0.783081 -0.171274  -0.04
N4 -0.022022 1.092885 0.265161  0.02
H2 0.704527 -2.219671 0.661353  0.15
H3 -1.702803 1.039413 -2.174059  0.08
H4 -0.170099 2.035207 0.845070  0.22

Forces on atoms 1 to 6 (eV/Å):
0.49 2.10 0.19
1.51 -2.56 3.19
-0.37 -0.37 -1.36
-0.38 -1.01 1.01
-1.04 0.85 -2.15
0.35 -2.02 0.99

Its spin multiplicity is 1. As for the highest occupied orbital energy: -10.0 eV. As for the SMILES: [H]/N=C1\C=NN=CON1. The lowest unoccupied orbital energy is 0.081 eV. The HOMO-LUMO gap is 0.3701 Eh.

---

Record 4
ORCA calculation (the ωB97M-V functional and the def2-TZVPD basis) on a structure of composition C5H10O.

Each line ends with the Löwdin charge.
Positions of all 16 atoms, in Å:
C1 1.051783 -0.326410 1.406720  -0.02
C2 0.224462 -0.202428 0.114703  -0.51
C3 0.576567 -1.004511 -1.172458  -0.01
C4 -1.267993 0.097357 0.448736  -0.08
C5 -1.079884 1.208761 -0.575105  -0.20
O1 0.338651 1.152422 -0.417010  -0.12
H1 2.105967 -0.579503 1.266823  0.08
H2 0.623389 -1.026040 2.139278  0.08
H3 1.007729 0.665320 1.876049  0.09
H4 1.642391 -0.840703 -1.379432  0.09
H5 0.069652 -0.538517 -2.033353  0.08
H6 0.360710 -2.074311 -1.218938  0.08
H7 -1.334522 0.523096 1.458938  0.11
H8 -2.061885 -0.645118 0.328108  0.11
H9 -1.429314 2.219126 -0.375149  0.11
H10 -1.418789 0.880873 -1.571244  0.11

Forces on atoms 1 to 6 (eV/Å):
0.10 -0.03 -0.20
0.22 0.01 -0.02
-0.03 -0.13 0.25
-0.05 -0.03 -0.07
-0.37 0.32 -0.12
0.07 0.46 0.09

Its spin multiplicity is 1. As for the highest occupied orbital energy: -9.5 eV. The lowest unoccupied orbital energy is 1.035 eV. The HOMO-LUMO gap is 0.3885 Eh.

---

Record 5
ORCA calculation (the ωB97M-V functional and the def2-TZVPD basis) on a structure of composition C5H5N.

Each line ends with the Löwdin charge.
Positions of all 11 atoms, in Å:
C1 -0.161143 0.957145 0.263249  -0.06
C2 1.067887 -0.011335 0.409840  -0.19
C3 0.356959 0.197841 -0.901034  -0.23
N1 -0.739682 -0.794644 -0.886639  0.04
C4 -1.022571 -0.293099 0.483387  -0.31
C5 0.170882 -0.836322 1.218562  0.12
H1 -0.220848 2.023809 0.467634  0.14
H2 2.100114 0.229660 0.626831  0.12
H3 0.805842 0.571201 -1.816708  0.14
H4 -2.048151 -0.319864 0.858697  0.13
H5 -0.309290 -1.724389 -0.723822  0.10

Forces on atoms 1 to 6 (eV/Å):
-0.44 0.14 -0.11
0.66 -0.73 0.05
0.08 -0.02 -0.27
-0.24 -0.05 -0.55
-0.36 -0.55 -0.10
0.37 1.66 1.51

Its spin multiplicity is 1. As for the highest occupied orbital energy: -8.3 eV. The lowest unoccupied orbital energy is 0.345 eV. The HOMO-LUMO gap is 0.3161 Eh.

---

Record 6
ORCA calculation (the ωB97M-V functional and the def2-TZVPD basis) on a structure of composition C47H45BF4GeN6O2S3Sn.

Each line ends with the Löwdin charge.
Positions of all 110 atoms, in Å:
Sn1 -1.227823 0.187747 0.221988  1.28
O1 -5.422123 -0.224253 -1.089512  0.05
C1 -4.348423 0.337647 -0.917512  -0.49
N1 -3.721323 0.567347 0.256088  0.05
C2 -4.392323 0.702447 1.400488  -0.49
O2 -5.605323 0.770747 1.567188  0.06
C3 -3.499023 0.908447 2.595488  -0.23
C4 -3.958023 0.524047 3.852088  -0.02
C5 -3.164723 0.762247 4.957388  -0.07
C6 -1.964023 1.433347 4.779088  -0.06
C7 -1.606023 1.796247 3.491688  -0.14
N2 -2.341823 1.528447 2.427688  0.09
C8 -3.544923 0.769247 -2.106512  -0.25
C9 -3.820623 0.200047 -3.344912  -0.02
C10 -3.065423 0.585047 -4.436912  -0.07
C11 -2.104323 1.567747 -4.259412  -0.08
C12 -1.923723 2.090747 -2.987012  -0.23
N3 -2.611523 1.693947 -1.932712  0.08
H1 -4.918123 0.036647 3.928588  0.12
H2 -3.479923 0.445847 5.942888  0.10
H3 -1.314923 1.658847 5.613488  0.10
H4 -0.692323 2.342847 3.295288  0.11
H5 -4.596523 -0.549153 -3.399712  0.11
H6 -3.221423 0.125447 -5.405212  0.10
H7 -1.479423 1.899047 -5.075512  0.10
H8 -1.190223 2.860647 -2.797112  0.06
S1 -2.435723 -2.737653 4.208488  1.10
C13 -3.784223 -3.019253 3.158588  -0.47
C14 -4.900223 -3.797153 3.398788  -0.11
C15 -5.860923 -3.873353 2.410988  -0.10
C16 -5.698423 -3.182653 1.214288  -0.07
C17 -4.574923 -2.424453 0.965988  0.00
C18 -3.596423 -2.319853 1.947488  -0.31
N4 -2.436523 -1.612253 1.888588  0.08
C19 -1.715123 -1.729353 2.944688  -0.51
C20 -0.447023 -1.111453 3.167688  -0.29
C21 0.190977 -1.255753 4.402588  -0.07
C22 1.420577 -0.680053 4.619288  -0.09
C23 2.017777 0.034547 3.592788  -0.08
C24 1.362077 0.194447 2.384688  -0.11
C25 0.120377 -0.372353 2.122788  -0.18
H9 -5.003523 -4.322653 4.336388  0.10
H10 -6.739423 -4.481453 2.572588  0.09
H11 -6.470023 -3.239153 0.462888  0.10
H12 -4.456423 -1.900453 0.036888  0.09
H13 -0.295923 -1.826153 5.186488  0.07
H14 1.915977 -0.797353 5.574088  0.10
H15 2.998877 0.471947 3.746388  0.10
H16 1.841777 0.781247 1.620788  0.06
S2 0.270577 2.845047 -0.333112  0.64
C26 1.789477 2.164147 -0.448012  -0.76
N5 2.787877 2.508547 0.432788  -0.16
C27 4.120677 2.034747 0.183188  -0.14
C28 4.075477 0.563147 -0.224312  -0.13
N6 3.181277 0.413447 -1.344812  -0.13
C29 3.267777 -0.772353 -2.165512  -0.16
C30 3.510477 -0.378353 -3.599012  -0.24
C31 2.763677 -0.919553 -4.635712  -0.08
C32 2.980677 -0.519353 -5.941212  -0.10
C33 3.945577 0.433847 -6.227112  -0.12
C34 4.686377 0.989047 -5.198612  -0.10
C35 4.466977 0.585547 -3.894112  -0.04
C36 2.030477 1.133347 -1.394112  -0.73
S3 0.890177 0.800747 -2.565812  0.73
C37 2.572777 3.514747 1.443588  -0.17
C38 2.870577 4.913547 0.962788  -0.19
C39 4.160177 5.426847 1.013088  -0.05
C40 4.419677 6.721847 0.597588  -0.11
C41 3.391677 7.514447 0.116288  -0.12
C42 2.108977 6.998447 0.033588  -0.09
C43 1.848577 5.706847 0.454488  -0.05
H17 4.709977 2.149447 1.098788  0.12
H18 4.606577 2.619647 -0.617412  0.13
H19 3.746677 -0.065253 0.612588  0.12
H20 5.077477 0.237147 -0.523112  0.13
H21 2.333877 -1.338953 -2.081612  0.10
H22 4.076777 -1.402353 -1.789512  0.13
H23 1.988977 -1.633653 -4.402712  0.10
H24 2.377877 -0.932253 -6.739312  0.09
H25 4.105677 0.756547 -7.248012  0.09
H26 5.425077 1.751647 -5.413712  0.09
H27 5.031977 1.037247 -3.090712  0.11
H28 3.203677 3.271147 2.305688  0.12
H29 1.521277 3.453147 1.734788  0.07
H30 4.966077 4.812747 1.392888  0.10
H31 5.425277 7.118047 0.653888  0.09
H32 3.589477 8.533847 -0.189112  0.09
H33 1.305177 7.607547 -0.355512  0.10
H34 0.854777 5.293047 0.385588  0.05
C44 0.860077 -3.993153 -1.923112  -0.20
Ge1 -0.924823 -3.555053 -1.149912  0.81
C45 -2.202723 -4.326053 -2.532312  -0.24
C46 -1.329623 -4.621153 0.481088  -0.20
C47 -1.483723 -1.653653 -1.238312  -0.41
H35 0.942777 -5.074053 -2.019012  0.01
H36 1.665777 -3.662153 -1.285912  -0.01
H37 0.987277 -3.545953 -2.907012  0.00
H38 -2.068223 -5.395353 -2.696712  0.00
H39 -2.081123 -3.816553 -3.486912  0.00
H40 -3.222323 -4.163853 -2.190712  -0.01
H41 -0.984823 -5.643453 0.338688  0.02
H42 -2.396823 -4.636653 0.691288  0.00
H43 -0.809423 -4.206553 1.333188  0.00
H44 -2.569723 -1.681353 -1.342012  -0.05
H45 -1.083523 -1.252753 -2.175512  -0.06
F1 1.150777 -2.864253 0.857388  0.10
B1 2.383077 -3.308153 1.317588  -1.37
F2 2.482977 -4.684553 1.156288  0.11
F3 2.558977 -2.989453 2.653188  0.12
F4 3.399277 -2.694153 0.577688  0.10

Forces on atoms 1 to 6 (eV/Å):
0.45 -0.93 -0.15
-0.13 0.01 -0.18
-0.22 -0.14 0.00
1.02 -0.05 -0.16
-0.46 0.19 0.10
-0.05 -0.05 0.23

The net charge is -2. Its spin multiplicity is 1. As for the highest occupied orbital energy (alpha / beta): -1.3 / -1.0 eV. The lowest unoccupied orbital energy (alpha / beta) is 3.891 / 3.879 eV. The HOMO-LUMO gap (alpha / beta) is 0.1892 / 0.1810 Eh.

---

F_max, record by record: 1.1, 4.9, 4.8, 0.5, 2.3, 1.3 eV/A